Entry 1:
{
  "formula": "C39H50Br2IN5OPS2Y",
  "method": "ωB97M-V/def2-TZVPD",
  "symbols": ["Y", "C", "N", "C", "C", "N", "C", "C", "C", "C", "C", "C", "C", "S", "C", "C", "C", "C", "C", "C", "S", "H", "H", "H", "H", "H", "H", "H", "H", "H", "H", "H", "H", "H", "H", "H", "H", "H", "H", "I", "C", "C", "C", "C", "C", "C", "C", "C", "C", "C", "H", "H", "H", "H", "H", "H", "Br", "C", "Br", "H", "H", "O", "P", "N", "C", "C", "C", "C", "N", "C", "C", "C", "C", "N", "C", "C", "C", "C", "H", "H", "H", "H", "H", "H", "H", "H", "H", "H", "H", "H", "H", "H", "H", "H", "H", "H", "H", "H", "H", "H", "H", "H"],
  "positions_angstrom": [[-1.39802, -0.61944, 0.55650], [-3.83911, -2.23469, -1.66185], [-2.73191, -2.84941, -0.92193], [-3.27594, -3.77192, 0.08741], [-2.14788, -4.45232, 0.85793], [-1.34785, -3.51330, 1.65148], [-1.78190, -3.51373, 3.05280], [0.06861, -3.75936, 1.56135], [0.58149, -5.00466, 1.21692], [1.93401, -5.20298, 1.00573], [2.81591, -4.15198, 1.18671], [2.33927, -2.93077, 1.62114], [0.97571, -2.71530, 1.81136], [0.46527, -1.15295, 2.43821], [-1.87204, -3.55118, -1.86861], [-2.30037, -4.71133, -2.50684], [-1.50100, -5.38410, -3.41272], [-0.23195, -4.90517, -3.69613], [0.20569, -3.75663, -3.07995], [-0.59873, -3.06036, -2.17566], [0.09245, -1.60281, -1.49969], [-4.46682, -2.98938, -2.14881], [-3.43772, -1.59210, -2.44054], [-4.46572, -1.64010, -0.99302], [-3.89782, -4.55688, -0.36935], [-3.91484, -3.19927, 0.76062], [-1.50986, -4.92094, 0.10735], [-2.56174, -5.24354, 1.49770], [-2.82785, -3.21029, 3.11333], [-1.17515, -2.81465, 3.63105], [-1.68387, -4.51478, 3.49720], [-0.08073, -5.85212, 1.12132], [2.28622, -6.17959, 0.70486], [3.87226, -4.29963, 1.01691], [3.01530, -2.11120, 1.81883], [-3.28670, -5.10281, -2.29503], [-1.86101, -6.28372, -3.88983], [0.40633, -5.41669, -4.40051], [1.19147, -3.36917, -3.27952], [-4.61880, -0.84548, 2.07385], [-3.61140, 0.36807, 3.51728], [-4.05702, 0.28203, 4.80396], [-3.59333, 1.21025, 5.74371], [-2.80462, 2.24450, 5.32458], [-2.36714, 2.34636, 3.98733], [-1.66071, 3.47833, 3.52878], [-1.36168, 3.60011, 2.20329], [-1.59270, 2.52808, 1.32381], [-2.17403, 1.33357, 1.70929], [-2.69457, 1.32377, 3.04365], [-4.77851, -0.46618, 5.09205], [-3.90870, 1.13315, 6.77336], [-2.52683, 3.03164, 6.01069], [-1.38857, 4.24817, 4.23583], [-0.88532, 4.49520, 1.82582], [-1.25396, 2.65351, 0.30547], [-2.93919, 1.18119, -1.93783], [-1.58641, 0.65161, -3.22537], [-2.35319, -0.25990, -4.73502], [-0.89697, -0.03987, -2.71129], [-1.09281, 1.55436, -3.57672], [0.32638, 1.16808, -0.61790], [1.54279, 2.01369, -0.73390], [2.44767, 2.03661, 0.65223], [3.72156, 2.72825, 0.76912], [3.50532, 3.70798, 1.91769], [2.66889, 2.87335, 2.88491], [1.77241, 2.05109, 1.95514], [1.06344, 3.55870, -1.21003], [2.06046, 4.59760, -1.46275], [1.33604, 5.68871, -2.26163], [-0.13646, 5.39087, -1.98822], [-0.13271, 3.86790, -1.98215], [2.71244, 1.58908, -1.86644], [2.20652, 1.37390, -3.22061], [3.28665, 0.54066, -3.90061], [3.74645, -0.35800, -2.75500], [3.75915, 0.60724, -1.57320], [3.99561, 3.20763, -0.16780], [4.50538, 2.00684, 1.03173], [2.92024, 4.56246, 1.57149], [4.43533, 4.06646, 2.35455], [2.08478, 3.48317, 3.57287], [3.31370, 2.21579, 3.46975], [0.78662, 2.50593, 1.85357], [1.63936, 1.03011, 2.32229], [2.92298, 4.19484, -2.00336], [2.40411, 4.99697, -0.50539], [1.54449, 5.59189, -3.32768], [1.63707, 6.68557, -1.94540], [-0.81426, 5.80822, -2.73052], [-0.41619, 5.76252, -1.00292], [-0.06072, 3.50653, -3.01931], [-1.02340, 3.43998, -1.52598], [2.02532, 2.33443, -3.71480], [1.26715, 0.80673, -3.19373], [4.10788, 1.18025, -4.23106], [2.90134, -0.01554, -4.75341], [4.72064, -0.81151, -2.93178], [3.00888, -1.14191, -2.58272], [4.72447, 1.12732, -1.51782], [3.57521, 0.10838, -0.62247]],
  "charge": 0,
  "homo_lumo_gap_ev": 7.58,
  "de_lowest_kj_mol": 115.52,
  "e_tot_ha": -8487.1028,
  "spin_multiplicity": 1,
  "mol_weight_g_mol": 1075.59
}

=====

Entry 2:
{
  "formula": "C39H50CrN10O4S4Sb",
  "method": "ωB97M-V/def2-TZVPD",
  "symbols": ["Cr", "N", "C", "C", "C", "C", "N", "C", "N", "N", "C", "O", "O", "H", "H", "H", "H", "H", "H", "H", "H", "H", "H", "H", "H", "H", "H", "C", "C", "C", "N", "N", "C", "N", "S", "H", "H", "H", "H", "H", "H", "H", "S", "Sb", "C", "C", "C", "C", "C", "C", "C", "C", "C", "C", "C", "C", "C", "C", "C", "C", "C", "C", "H", "H", "H", "H", "H", "H", "H", "H", "H", "H", "H", "H", "H", "H", "H", "O", "C", "N", "S", "C", "N", "C", "C", "N", "H", "H", "H", "H", "H", "H", "C", "S", "O", "C", "C", "C", "C", "C", "C", "H", "H", "H", "H", "H", "H", "H", "H"],
  "positions_angstrom": [[0.07857, 0.23079, 0.07902], [-1.62638, -1.84150, 1.87790], [-0.58797, -2.86329, 1.88506], [-1.17444, -4.28319, 1.97272], [-0.22155, -5.48531, 2.04880], [0.80970, -5.42820, 3.17016], [1.88694, -4.52739, 2.75721], [2.86406, -4.07880, 3.51074], [3.03106, -4.53241, 4.75766], [3.69535, -3.15025, 3.02232], [0.37716, -2.66107, 0.68952], [1.27908, -3.46576, 0.48977], [0.23204, -1.61454, -0.07430], [-1.88846, -1.56356, 2.81463], [-2.45903, -2.16081, 1.39937], [0.02973, -2.67373, 2.76696], [-1.83333, -4.44068, 1.11205], [-1.80943, -4.28812, 2.86218], [0.30570, -5.61241, 1.10368], [-0.83329, -6.37515, 2.19899], [1.20352, -6.43157, 3.34738], [0.35401, -5.07076, 4.09941], [1.80640, -4.17525, 1.79458], [2.51246, -5.33182, 5.07641], [3.82242, -4.25014, 5.30898], [3.49603, -2.70922, 2.13672], [4.44246, -2.77261, 3.57552], [-4.95637, 1.59732, 3.52703], [-3.81900, 2.49290, 3.01864], [-3.20290, 1.96596, 1.76260], [-2.01605, 1.50615, 1.66590], [-1.70128, 1.05616, 0.40342], [-2.69604, 1.18152, -0.49915], [-2.59675, 0.80526, -1.75356], [-4.10465, 1.88399, 0.25399], [-5.40780, 2.03127, 4.41926], [-4.58478, 0.60289, 3.78107], [-5.73847, 1.48948, 2.77304], [-3.02574, 2.56862, 3.76221], [-4.20853, 3.49525, 2.82967], [-0.95893, 0.53238, -2.60438], [-3.42777, 0.99864, -2.29843], [2.66208, -0.02361, 0.23499], [3.48836, 0.99201, -1.66902], [5.46085, 0.24102, -1.69503], [6.53098, 1.09803, -1.93944], [7.82262, 0.58757, -1.99457], [8.04062, -0.77226, -1.82542], [6.97453, -1.62319, -1.55441], [5.68330, -1.11864, -1.47980], [2.63010, 0.31979, -3.47933], [2.84879, -1.01689, -3.79919], [2.37092, -1.52055, -5.00235], [1.68183, -0.68909, -5.87881], [1.45978, 0.64095, -5.54854], [1.92781, 1.15200, -4.34437], [3.75293, 3.07771, -1.63305], [3.67952, 3.82859, -2.80158], [3.94229, 5.19203, -2.74661], [4.27886, 5.78913, -1.53965], [4.35552, 5.02910, -0.37808], [4.09415, 3.66759, -0.42133], [6.36434, 2.16017, -2.09052], [8.65633, 1.25497, -2.17268], [9.04385, -1.17247, -1.90459], [7.14646, -2.68161, -1.39812], [4.85724, -1.77905, -1.23629], [3.38963, -1.66856, -3.12385], [2.55240, -2.55785, -5.25637], [1.32433, -1.07944, -6.82409], [0.93184, 1.29232, -6.23458], [1.73138, 2.18891, -4.09627], [3.43494, 3.36962, -3.75064], [3.88067, 5.78549, -3.65038], [4.49306, 6.85015, -1.50608], [4.62150, 5.49715, 0.56203], [4.17005, 3.06857, 0.47914], [0.26097, 3.79354, -2.18066], [0.37441, 2.87676, -1.44857], [0.52944, 1.93885, -0.70560], [0.50345, 0.14120, 2.79502], [1.45567, 1.47849, 3.19830], [1.85868, 1.76268, 4.45105], [2.60663, 3.02381, 4.51362], [2.90382, 3.28219, 3.02959], [1.94296, 2.39745, 2.36947], [1.39652, 1.36572, 5.24916], [3.50821, 2.91163, 5.10795], [2.00263, 3.81950, 4.94898], [3.92574, 3.00329, 2.76712], [2.73903, 4.31938, 2.74839], [1.92291, 2.24733, 1.37031], [-0.64694, -2.81749, -2.85988], [-1.59174, -1.39410, -2.30001], [-0.48128, -0.33402, -2.76778], [-2.79752, -1.40802, -3.60632], [-4.06027, -1.89331, -3.30336], [-5.03178, -1.88814, -4.29253], [-4.73549, -1.38686, -5.55458], [-3.46729, -0.89090, -5.83358], [-2.48345, -0.89923, -4.85604], [-0.35272, -2.67624, -3.89945], [-1.28883, -3.69423, -2.75020], [0.23161, -2.90783, -2.21864], [-4.28406, -2.26908, -2.30901], [-6.02345, -2.26696, -4.07568], [-5.49968, -1.37721, -6.32104], [-3.24682, -0.49367, -6.81692], [-1.49043, -0.51617, -5.06154]],
  "charge": 2,
  "homo_lumo_gap_ev": [6.47, 8.09],
  "de_lowest_kj_mol": 303.91,
  "e_tot_ha": -5241.7603,
  "spin_multiplicity": 4,
  "mol_weight_g_mol": 1024.92
}